# 1
A 2-piece molecular cluster, C4H8O2 overall, computed with ωB97M-V/def2-TZVPD.

Each atom is followed by the atoms it is bonded to, with distances in Å.
Geometry (Å):
1 C 1.513 0.245 0.714  C2 1.332, H7 1.086, H8 1.085
2 C 1.058 -1.006 0.680  C1 1.332, O3 1.362, H9 1.087
3 O -0.194 -1.470 0.952  C2 1.362, C4 1.410
4 C -1.279 -0.604 0.708  O3 1.410, C5 1.522, H10 1.098, H11 1.096
5 C -1.277 -0.131 -0.738  C4 1.522, O6 1.204, H12 1.111
6 O -1.953 0.783 -1.136  C5 1.204
7 H 0.946 1.098 1.075  C1 1.086
8 H 2.544 0.417 0.420  C1 1.085
9 H 1.697 -1.846 0.421  C2 1.087
10 H -1.347 0.242 1.405  C4 1.098
11 H -2.174 -1.223 0.846  C4 1.096
12 H -0.633 -0.734 -1.414  C5 1.111
13 H 0.915 2.168 -1.952  H14 0.743
14 H 0.181 2.061 -1.979  H13 0.743

Calculated values
relative energy (zero: lowest compared OMol25 entry of this formula, charge and spin)	303.6	kJ/mol
frontier orbital gap	0.381	hartree
E_tot	-8370.1353	eV
LUMO level	0.990	eV
highest occupied orbital energy	-9.4	eV
2S+1	1

Results of the Löwdin charge analysis, in e, for atoms 1 through 5:
1 C 0.015
2 C -0.239
3 O -0.103
4 C -0.161
5 C -0.256

# 2
A 2-piece molecular cluster, C4H10N2O2 overall, computed with ωB97M-V/def2-TZVPD.

Each atom is followed by the atoms it is bonded to, with distances in Å.
Geometry (Å):
1 C 1.363 -0.970 1.479  C3 1.449, H9 1.113, H10 1.061, H11 1.106
2 C -2.179 1.569 0.367  C4 1.366, H13 1.022, H14 1.096
3 C 1.154 -0.130 0.317  C1 1.449, N6 1.512, H15 1.115, H16 1.060
4 C -1.161 0.674 0.197  C2 1.366, N6 1.309, H17 1.051
5 N -0.521 -1.540 -2.130  O7 1.435, H18 1.160
6 N 0.083 0.916 0.527  C3 1.512, C4 1.309, O8 1.394
7 O -0.321 -0.588 -3.184  N5 1.435, H12 0.971
8 O 0.392 1.763 1.591  N6 1.394
9 H 2.360 -1.460 1.419  C1 1.113
10 H 1.501 -0.186 2.180  C1 1.061
11 H 0.692 -1.775 1.834  C1 1.106
12 H -0.257 0.327 -2.864  O7 0.971
13 H -2.090 2.252 1.121  C2 1.022
14 H -3.098 1.329 -0.180  C2 1.096
15 H 2.012 0.582 0.289  C3 1.115
16 H 0.880 -0.579 -0.604  C3 1.060
17 H -1.340 -0.177 -0.393  C4 1.051
18 H 0.529 -2.007 -1.965  N5 1.160

Calculated values
total charge	-2
relative energy (zero: lowest compared OMol25 entry of this formula, charge and spin)	286.1	kJ/mol
frontier orbital gap	0.192	hartree
E_tot	-11376.6601	eV
LUMO level	6.917	eV
highest occupied orbital energy	1.7	eV
2S+1	1

Results of the Löwdin charge analysis, in e, for atoms 1 through 5:
1 C -0.147
2 C -0.090
3 C -0.256
4 C -0.304
5 N -0.342

# 3
A 2-piece molecular cluster, C3H4ClNOS overall, computed with ωB97M-V/def2-TZVPD.

Each atom is followed by the atoms it is bonded to, with distances in Å.
Geometry (Å):
1 C 1.642 -1.540 0.054  C3 1.417, N4 1.172
2 C -0.439 -0.237 -0.386  C3 1.509, H8 0.990, H9 1.173, H10 1.042
3 C 1.068 -0.314 -0.364  C1 1.417, C2 1.509, S6 1.837
4 N 2.077 -2.619 0.191  C1 1.172
5 O 3.268 0.570 -1.561  S6 1.459
6 S 1.851 0.401 -1.864  C3 1.837, O5 1.459, Cl7 2.178
7 Cl 1.080 2.430 -1.692  S6 2.178
8 H -0.948 -0.798 0.251  C2 0.990
9 H -0.640 0.894 -0.149  C2 1.173
10 H -0.817 -0.584 -1.293  C2 1.042
11 H 1.404 0.854 1.252  no bonds

Calculated values
relative energy (zero: lowest compared OMol25 entry of this formula, charge and spin)	488.5	kJ/mol
frontier orbital gap (spin up / spin down)	0.311 / 0.310	hartree
E_tot	-30065.8059	eV
LUMO level (spin up / spin down)	-2.238 / -1.747	eV
highest occupied orbital energy (spin up / spin down)	-10.7 / -10.2	eV
2S+1	1

Results of the Löwdin charge analysis, in e, for atoms 1 through 5:
1 C -0.291
2 C -0.150
3 C -0.541
4 N 0.184
5 O -0.514

# 4
A single C8H18BNO2 molecule, computed with ωB97M-V/def2-TZVPD.

Each atom is followed by the atoms it is bonded to, with distances in Å.
Geometry (Å):
1 C 2.906 -1.663 1.182  C2 1.528, H13 1.102, H14 1.082, H15 1.091
2 C 2.644 -0.502 0.224  C1 1.528, N3 1.439, B4 1.615, H16 1.097
3 N 3.132 -0.743 -1.109  C2 1.439, H17 1.025, H18 0.999
4 B 1.127 -0.015 -0.042  C2 1.615, O5 1.387, O12 1.390
5 O 0.253 -0.890 -0.670  B4 1.387, C6 1.435
6 C -1.036 -0.357 -0.332  O5 1.435, C7 1.540, C8 1.574, C9 1.625
7 C -1.715 -1.284 0.693  C6 1.540, H19 1.090, H20 1.088, H21 1.108
8 C -1.914 -0.333 -1.638  C6 1.574, H22 1.074, H23 1.077, H24 1.090
9 C -0.775 1.155 0.202  C6 1.625, C10 1.532, C11 1.522, O12 1.441
10 C -1.579 1.598 1.429  C9 1.532, H25 1.087, H26 1.071, H27 1.074
11 C -0.997 2.157 -0.922  C9 1.522, H28 1.086, H29 1.087, H30 1.083
12 O 0.638 1.174 0.486  B4 1.390, C9 1.441
13 H 2.258 -2.539 1.018  C1 1.102
14 H 3.936 -1.994 1.171  C1 1.082
15 H 2.699 -1.360 2.209  C1 1.091
16 H 3.115 0.418 0.591  C2 1.097
17 H 2.732 -1.640 -1.403  N3 1.025
18 H 2.804 -0.016 -1.709  N3 0.999
19 H -1.015 -1.328 1.528  C7 1.090
20 H -2.648 -0.873 1.071  C7 1.088
21 H -1.880 -2.318 0.330  C7 1.108
22 H -1.991 -1.324 -2.043  C8 1.074
23 H -2.893 0.081 -1.461  C8 1.077
24 H -1.458 0.273 -2.420  C8 1.090
25 H -1.376 0.897 2.234  C10 1.087
26 H -2.639 1.626 1.279  C10 1.071
27 H -1.222 2.578 1.687  C10 1.074
28 H -0.618 3.124 -0.605  C11 1.086
29 H -2.048 2.251 -1.183  C11 1.087
30 H -0.440 1.844 -1.796  C11 1.083

Calculated values
relative energy (zero: lowest compared OMol25 entry of this formula, charge and spin)	0.0	kJ/mol
frontier orbital gap	0.330	hartree
E_tot	-14851.7853	eV
LUMO level	0.604	eV
highest occupied orbital energy	-8.4	eV
2S+1	1

Results of the Löwdin charge analysis, in e, for atoms 1 through 5:
1 C -0.058
2 C -0.355
3 N 0.035
4 B -0.556
5 O 0.138

# 5
A 13-piece molecular cluster, C51H105B2INO16 overall, computed with ωB97M-V/def2-TZVPD.

Each atom is followed by the atoms it is bonded to, with distances in Å.
Geometry (Å):
1 C -3.387 0.024 -2.109  C2 1.664, H24 1.194, H25 1.170, H26 1.175
2 C -1.799 -0.221 -2.541  C1 1.664, C3 1.663, H27 1.175, H28 1.173
3 C -0.897 -0.162 -1.146  C2 1.663, C4 1.647, H29 1.177, H30 1.191
4 C 0.100 1.147 -1.067  C3 1.647, C5 1.639, H31 1.194, H32 1.170
5 C 1.554 0.854 -0.370  C4 1.639, C6 1.672, O11 1.471, C15 1.639
6 C 2.592 1.284 -1.609  C5 1.672, O7 1.488, H33 1.179, H34 1.194
7 O 2.413 0.368 -2.767  C6 1.488, C8 1.471
8 C 3.567 -0.530 -2.928  O7 1.471, C9 1.672, H35 1.170, H36 1.173
9 C 2.932 -2.065 -3.113  C8 1.672, C10 1.659, H37 1.175, H38 1.175
10 C 3.761 -3.161 -2.183  C9 1.659, H39 1.183, H40 1.189, H41 1.187
11 O 1.991 -0.525 -0.103  C5 1.471, B12 1.506
12 B 3.081 -0.651 0.928  O11 1.506, I13 2.237, O14 1.506, H42 1.194
13 I 2.710 -2.085 2.605  B12 2.237
14 O 3.072 0.748 1.486  B12 1.506, C15 1.499
15 C 2.017 1.679 0.968  C5 1.639, O14 1.499, C16 1.669, B21 1.644
16 C 0.993 1.713 2.285  C15 1.669, C17 1.638, H43 1.170, H44 1.194
17 C -0.139 0.529 2.266  C16 1.638, C18 1.639, H45 1.170, H46 1.194
18 C -0.832 0.198 3.714  C17 1.639, C19 1.640, C20 1.673, H47 1.194
19 C 0.198 0.167 4.989  C18 1.640, H48 1.192, H49 1.171, H50 1.171
20 C -1.435 -1.357 3.583  C18 1.673, H51 1.182, H52 1.170, H53 1.192
21 B 2.521 3.240 0.850  C15 1.644, N22 1.523, O23 1.504
22 N 1.828 4.203 -0.105  B21 1.523, H54 1.051, H55 1.047
23 O 3.633 3.820 1.681  B21 1.504, H56 1.016
24 H -4.039 0.123 -3.104  C1 1.194
25 H -3.402 0.999 -1.462  C1 1.170
26 H -3.712 -0.950 -1.540  C1 1.175
27 H -1.499 0.631 -3.293  C2 1.175
28 H -1.737 -1.261 -3.080  C2 1.173
29 H -0.343 -1.198 -1.068  C3 1.177
30 H -1.677 -0.108 -0.248  C3 1.191
31 H -0.454 1.931 -0.358  C4 1.194
32 H 0.245 1.678 -2.099  C4 1.170
33 H 3.712 1.370 -1.250  C6 1.179
34 H 2.313 2.368 -2.025  C6 1.194
35 H 4.280 -0.597 -2.002  C8 1.170
36 H 4.191 -0.231 -3.876  C8 1.173
37 H 2.920 -2.411 -4.235  C9 1.175
38 H 1.817 -2.085 -2.743  C9 1.175
39 H 4.209 -2.688 -1.195  C10 1.183
40 H 4.589 -3.750 -2.802  C10 1.189
41 H 2.974 -3.984 -1.851  C10 1.187
42 H 4.158 -0.927 0.493  B12 1.194
43 H 1.692 1.724 3.223  C16 1.170
44 H 0.493 2.796 2.242  C16 1.194
45 H 0.207 -0.489 1.805  C17 1.170
46 H -1.018 0.922 1.560  C17 1.194
47 H -1.801 0.872 3.894  C18 1.194
48 H 0.602 1.282 5.117  C19 1.192
49 H 1.131 -0.524 4.843  C19 1.171
50 H -0.439 -0.058 5.946  C19 1.171
51 H -1.514 -1.741 4.698  C20 1.182
52 H -2.440 -1.408 2.986  C20 1.170
53 H -0.625 -2.064 3.068  C20 1.192
54 H 0.941 4.474 0.389  N22 1.051
55 H 2.425 5.062 -0.143  N22 1.047
56 H 3.262 4.630 2.170  O23 1.016
57 C -5.778 0.086 0.871  C58 1.505, H61 1.095, H62 1.093, H63 1.093
58 C -4.791 0.588 1.891  C57 1.505, O59 1.230, C60 1.505
59 O -3.740 -0.011 2.111  C58 1.230
60 C -5.141 1.851 2.631  C58 1.505, H64 1.093, H65 1.093, H66 1.095
61 H -5.393 -0.834 0.416  C57 1.095
62 H -6.732 -0.136 1.355  C57 1.093
63 H -5.914 0.834 0.086  C57 1.093
64 H -6.067 1.708 3.193  C60 1.093
65 H -5.249 2.678 1.924  C60 1.093
66 H -4.337 2.093 3.335  C60 1.095
67 C 8.302 -2.806 -4.120  C68 1.505, H71 1.095, H72 1.093, H73 1.093
68 C 7.329 -1.747 -3.676  C67 1.505, O69 1.230, C70 1.505
69 O 6.554 -1.218 -4.472  C68 1.230
70 C 7.340 -1.360 -2.221  C68 1.505, H74 1.093, H75 1.093, H76 1.095
71 H 8.181 -2.984 -5.194  C67 1.095
72 H 9.326 -2.472 -3.933  C67 1.093
73 H 8.104 -3.740 -3.587  C67 1.093
74 H 8.321 -0.961 -1.951  C70 1.093
75 H 7.099 -2.229 -1.604  C70 1.093
76 H 6.586 -0.585 -2.046  C70 1.095
77 C -5.433 -4.109 -2.971  C78 1.505, H81 1.095, H82 1.093, H83 1.093
78 C -5.386 -2.984 -3.970  C77 1.505, O79 1.230, C80 1.505
79 O -5.827 -1.869 -3.698  C78 1.230
80 C -4.778 -3.277 -5.316  C78 1.505, H84 1.093, H85 1.093, H86 1.095
81 H -5.898 -3.753 -2.045  C77 1.095
82 H -6.031 -4.934 -3.368  C77 1.093
83 H -4.419 -4.448 -2.745  C77 1.093
84 H -5.347 -4.065 -5.817  C80 1.093
85 H -3.735 -3.579 -5.195  C80 1.093
86 H -4.812 -2.373 -5.934  C80 1.095
87 C -9.338 -3.089 -0.527  C88 1.505, H91 1.095, H92 1.093, H93 1.093
88 C -8.139 -3.741 0.107  C87 1.505, O89 1.230, C90 1.505
89 O -7.038 -3.725 -0.442  C88 1.230
90 C -8.338 -4.413 1.440  C88 1.505, H94 1.093, H95 1.093, H96 1.095
91 H -9.046 -2.645 -1.485  C87 1.095
92 H -10.114 -3.837 -0.711  C87 1.093
93 H -9.719 -2.298 0.124  C87 1.093
94 H -9.068 -5.219 1.344  C90 1.093
95 H -8.674 -3.680 2.178  C90 1.093
96 H -7.387 -4.839 1.777  C90 1.095
97 C 5.039 5.054 4.365  C98 1.505, H101 1.095, H102 1.093, H103 1.093
98 C 4.066 6.113 4.809  C97 1.505, O99 1.230, C100 1.505
99 O 3.292 6.642 4.013  C98 1.230
100 C 4.077 6.500 6.264  C98 1.505, H104 1.093, H105 1.093, H106 1.095
101 H 4.918 4.877 3.291  C97 1.095
102 H 6.063 5.389 4.551  C97 1.093
103 H 4.841 4.121 4.898  C97 1.093
104 H 5.058 6.900 6.534  C100 1.093
105 H 3.836 5.632 6.881  C100 1.093
106 H 3.323 7.275 6.439  C100 1.095
107 C -1.467 -6.109 2.347  C108 1.505, H111 1.095, H112 1.093, H113 1.093
108 C -2.366 -5.904 3.537  C107 1.505, O109 1.230, C110 1.505
109 O -3.561 -6.191 3.491  C108 1.230
110 C -1.746 -5.334 4.784  C108 1.505, H114 1.093, H115 1.093, H116 1.095
111 H -2.050 -6.527 1.519  C107 1.095
112 H -1.045 -5.152 2.030  C107 1.093
113 H -0.669 -6.811 2.601  C107 1.093
114 H -1.337 -4.342 4.576  C110 1.093
115 H -0.960 -6.002 5.147  C110 1.093
116 H -2.513 -5.241 5.561  C110 1.095
117 C 8.341 1.818 -5.019  C118 1.505, H121 1.095, H122 1.093, H123 1.093
118 C 9.327 2.320 -3.998  C117 1.505, O119 1.230, C120 1.505
119 O 10.379 1.721 -3.778  C118 1.230
120 C 8.978 3.584 -3.258  C118 1.505, H124 1.093, H125 1.093, H126 1.095
121 H 8.725 0.899 -5.473  C117 1.095
122 H 7.386 1.596 -4.535  C117 1.093
123 H 8.205 2.566 -5.804  C117 1.093
124 H 8.051 3.441 -2.696  C120 1.093
125 H 8.870 4.410 -3.965  C120 1.093
126 H 9.781 3.826 -2.555  C120 1.095
127 C -0.593 -7.221 -2.765  C128 1.505, H131 1.095, H132 1.093, H133 1.093
128 C -0.945 -5.814 -2.361  C127 1.505, O129 1.230, C130 1.505
129 O -2.113 -5.428 -2.348  C128 1.230
130 C 0.186 -4.900 -1.974  C128 1.505, H134 1.093, H135 1.093, H136 1.095
131 H -1.508 -7.766 -3.018  C127 1.095
132 H 0.058 -7.204 -3.643  C127 1.093
133 H -0.099 -7.733 -1.936  C127 1.093
134 H 0.871 -4.779 -2.817  C130 1.093
135 H 0.715 -5.308 -1.110  C130 1.093
136 H -0.218 -3.917 -1.707  C130 1.095
137 C -0.139 7.084 -2.045  C138 1.505, H141 1.095, H142 1.093, H143 1.093
138 C 0.847 7.586 -1.025  C137 1.505, O139 1.230, C140 1.505
139 O 1.898 6.987 -0.805  C138 1.230
140 C 0.497 8.849 -0.285  C138 1.505, H144 1.093, H145 1.093, H146 1.095
141 H 0.245 6.164 -2.500  C137 1.095
142 H -1.094 6.862 -1.561  C137 1.093
143 H -0.275 7.832 -2.830  C137 1.093
144 H -0.429 8.706 0.277  C140 1.093
145 H 0.390 9.676 -0.992  C140 1.093
146 H 1.301 9.092 0.419  C140 1.095
147 C -3.982 3.068 -5.164  C148 1.505, H151 1.095, H152 1.093, H153 1.093
148 C -4.467 3.753 -3.914  C147 1.505, O149 1.230, C150 1.505
149 O -3.898 3.593 -2.836  C148 1.230
150 C -5.677 4.642 -4.035  C148 1.505, H154 1.093, H155 1.093, H156 1.095
151 H -3.103 2.460 -4.926  C147 1.095
152 H -4.764 2.414 -5.557  C147 1.093
153 H -3.700 3.814 -5.911  C147 1.093
154 H -6.534 4.057 -4.377  C150 1.093
155 H -5.470 5.458 -4.732  C150 1.093
156 H -5.912 5.069 -3.055  C150 1.095
157 C -4.675 -9.984 -1.423  C158 1.505, H161 1.095, H162 1.093, H163 1.093
158 C -4.101 -10.146 -2.805  C157 1.505, O159 1.230, C160 1.505
159 O -2.887 -10.119 -3.000  C158 1.230
160 C -5.071 -10.343 -3.940  C158 1.505, H164 1.093, H165 1.093, H166 1.095
161 H -3.859 -9.850 -0.705  C157 1.095
162 H -5.319 -9.101 -1.389  C157 1.093
163 H -5.241 -10.878 -1.148  C157 1.093
164 H -5.732 -9.476 -4.018  C160 1.093
165 H -5.654 -11.253 -3.777  C160 1.093
166 H -4.515 -10.446 -4.878  C160 1.095
167 C 5.151 9.638 9.847  C168 1.505, H171 1.095, H172 1.093, H173 1.093
168 C 4.225 8.452 9.788  C167 1.505, O169 1.230, C170 1.505
169 O 4.133 7.764 8.773  C168 1.230
170 C 3.417 8.142 11.019  C168 1.505, H174 1.093, H175 1.093, H176 1.095
171 H 5.670 9.741 8.888  C167 1.095
172 H 4.577 10.549 10.034  C167 1.093
173 H 5.896 9.489 10.634  C167 1.093
174 H 2.765 8.986 11.259  C170 1.093
175 H 4.084 7.927 11.858  C170 1.093
176 H 2.794 7.261 10.832  C170 1.095

Calculated values
total charge	-1
relative energy (zero: lowest compared OMol25 entry of this formula, charge and spin)	522.5	kJ/mol
frontier orbital gap	0.233	hartree
E_tot	-98291.2646	eV
LUMO level	1.825	eV
highest occupied orbital energy	-4.5	eV
2S+1	1

Results of the Löwdin charge analysis, in e, for atoms 1 through 5:
1 C -0.151
2 C -0.235
3 C -0.171
4 C -0.084
5 C -0.271

# 6
A single C4H7NO2 molecule, computed with ωB97M-V/def2-TZVPD.

Each atom is followed by the atoms it is bonded to, with distances in Å.
Geometry (Å):
1 C -1.255 1.047 0.363  N2 1.463, H8 1.095, H9 1.098, H10 1.093
2 N -0.286 0.852 -0.716  C1 1.463, C3 1.444, H11 1.015
3 C 0.567 -0.300 -0.543  N2 1.444, C4 1.522, C6 1.524, H12 1.106
4 C -0.282 -1.557 -0.433  C3 1.522, O5 1.205, H13 1.109
5 O -0.013 -2.505 0.261  C4 1.205
6 C 1.607 -0.202 0.566  C3 1.524, O7 1.208, H14 1.107
7 O 1.871 0.847 1.104  C6 1.208
8 H -1.727 0.090 0.612  C1 1.095
9 H -0.827 1.458 1.286  C1 1.098
10 H -2.051 1.708 0.011  C1 1.093
11 H 0.299 1.679 -0.784  N2 1.015
12 H 1.148 -0.440 -1.474  C3 1.106
13 H -1.190 -1.537 -1.070  C4 1.109
14 H 2.140 -1.139 0.818  C6 1.107

Calculated values
relative energy (zero: lowest compared OMol25 entry of this formula, charge and spin)	186.1	kJ/mol
frontier orbital gap	0.372	hartree
E_tot	-9845.3508	eV
LUMO level	0.720	eV
highest occupied orbital energy	-9.4	eV
2S+1	1

Results of the Löwdin charge analysis, in e, for atoms 1 through 5:
1 C -0.108
2 N -0.080
3 C -0.306
4 C -0.228
5 O 0.068

> 2S+1 of number 2 (C4H10N2O2)?

1